Record 1
Density functional theory data (ωB97M-V with the def2-TZVPD basis set) for a molecular structure, C14H19F9KO8.

```
51
Properties=species:S:1:pos:R:3:forces:R:3
K -0.736365 0.637646 0.245784 0.2 -0.3 1.2
O -1.830253 0.045794 5.261907 -0.1 -0.1 -0.1
C -0.818901 0.749547 4.742501 -0.6 -1.0 0.6
C 0.141411 0.026633 3.753858 0.6 0.2 -0.6
O -0.375004 -0.620699 2.678407 -0.1 0.4 -1.2
H -0.109239 1.046754 5.573854 0.3 0.7 -0.3
H -1.200460 1.657645 4.189911 0.3 0.4 -0.1
H 0.817016 -0.640015 4.354328 -0.3 -0.2 0.3
H 0.864983 0.857757 3.437509 -0.1 0.1 0.1
C 1.472710 -2.168626 -3.965146 0.4 -0.4 -0.1
C 1.308725 -0.991116 -3.052387 -1.3 -0.6 0.5
O 1.511677 0.221230 -3.783704 0.7 0.2 -0.5
C 0.977885 1.316976 -3.306069 -0.1 -0.4 0.2
O 0.258728 1.389181 -2.352801 -0.1 0.3 0.3
C 1.345757 2.559947 -4.136744 0.1 0.0 -0.2
F 2.208292 2.292195 -5.120200 -0.1 0.0 0.1
F 0.227983 3.053416 -4.684266 0.1 0.1 0.1
F 1.896901 3.485325 -3.348817 -0.2 0.0 0.0
H 0.819366 -2.078421 -4.832200 0.0 0.1 0.0
H 1.165367 -3.062293 -3.420288 0.0 0.0 0.0
H 2.496850 -2.331130 -4.300795 0.0 0.1 0.0
H 1.910656 -1.017045 -2.146428 0.4 0.1 -0.2
H 0.269344 -1.031975 -2.712163 0.1 0.4 0.0
C 3.855197 -0.005036 5.456687 1.2 -0.2 0.1
C 3.684661 -0.972334 4.314791 -0.1 0.4 -0.1
O 3.728350 -0.221927 3.074302 0.3 0.6 -0.2
C 3.334134 -0.841722 1.990633 -0.5 0.0 0.6
O 2.935034 -1.958825 1.904315 0.1 -0.7 -0.4
C 3.353702 0.083509 0.763395 -0.6 0.5 0.5
F 4.317871 1.000752 0.807649 0.3 -0.1 -0.2
F 3.467175 -0.643359 -0.347383 0.3 0.0 -0.3
F 2.188530 0.764487 0.673517 0.1 -0.2 -0.1
H 3.858373 -0.627481 6.355345 -0.5 0.3 0.2
H 3.139920 0.810084 5.457582 -0.4 -0.3 0.1
H 4.858071 0.442611 5.460442 -0.1 0.0 -0.3
H 2.717035 -1.463349 4.391973 0.0 -0.1 -0.2
H 4.514591 -1.678494 4.262976 -0.2 -0.2 0.1
C -6.496628 -0.678374 -0.738907 0.5 0.0 -0.3
C -5.149296 0.002663 -0.808453 0.4 0.3 0.6
O -4.713573 -0.031411 -2.195675 -0.2 -0.3 -0.3
C -3.552739 0.508949 -2.449093 0.3 0.1 0.7
O -2.845410 1.075625 -1.657013 0.0 -0.1 -0.2
C -3.085584 0.304396 -3.902750 -0.4 0.1 -0.2
F -1.938962 -0.387230 -3.897884 0.0 0.0 -0.1
F -3.980039 -0.356861 -4.642458 0.2 0.0 0.1
F -2.871343 1.486349 -4.484330 0.1 0.0 0.1
H -7.092255 -0.385735 -1.602448 -0.1 0.0 0.1
H -7.015774 -0.413840 0.177167 0.0 0.0 0.1
H -6.330999 -1.753932 -0.776175 -0.2 0.0 0.0
H -4.390275 -0.495915 -0.200350 -0.1 -0.2 -0.1
H -5.113184 1.037691 -0.463891 -0.4 0.0 -0.2
```
Positions in Å, forces in eV/Å.

## Properties
Multiplicity ... 1
Net charge ... -1
LUMO energy ... 1.780 eV
Electronic energy ... -2645.486553 a.u.

Charges in e, computed with Löwdin, in the same order as the atoms: 0.782 -0.373 -0.579 -0.532 -0.445 0.059 0.058 0.065 0.065 -0.053 -0.197 0.063 -0.394 0.103 -0.537 0.168 0.169 0.177 0.083 0.089 0.082 0.124 0.114 -0.067 -0.198 0.033 -0.430 0.178 -0.528 0.170 0.151 0.110 0.081 0.080 0.071 0.111 0.126 -0.049 -0.172 0.050 -0.399 0.095 -0.534 0.166 0.170 0.176 0.081 0.085 0.082 0.137 0.133

---

Record 2
Density functional theory data (ωB97M-V with the def2-TZVPD basis set) for 2 unconnected molecules or ions with the total composition C14H19FN2O4.

```
40
Properties=species:S:1:pos:R:3:forces:R:3
C 1.425065 1.046132 -4.916735 0.3 -0.1 0.4
N 1.126733 0.963698 -3.489867 -1.0 0.5 -0.2
C 1.998131 0.555934 -2.556897 0.9 -0.7 0.0
O 3.139933 0.197787 -2.826093 -0.4 0.2 0.1
C 1.532869 0.551464 -1.098993 -0.1 -0.5 -0.3
C 2.039860 1.809072 -0.384921 -0.1 0.0 0.3
C 1.023951 1.983842 0.735076 -0.1 0.0 -0.5
C -0.282185 1.593679 0.048477 -0.4 0.4 0.6
N 0.078298 0.537429 -0.883532 1.0 0.6 0.2
C -0.782332 -0.447039 -1.216611 -1.1 -1.1 -0.3
C -0.256540 -1.716995 -1.865551 0.2 0.3 0.3
O -1.988310 -0.356110 -1.016241 0.3 0.4 0.3
H 0.579843 1.478553 -5.454065 0.0 -0.1 0.2
H 2.307646 1.669905 -5.071799 -0.1 -0.1 -0.1
H 1.630868 0.048568 -5.308679 0.0 0.1 -0.1
H 0.207412 1.239902 -3.178262 0.1 -0.1 0.0
H 1.962635 -0.321054 -0.606755 0.3 -0.1 -0.3
H 3.050376 1.672199 0.002108 0.0 0.1 -0.3
H 1.997857 2.671678 -1.052866 0.2 0.0 -0.1
H 0.998207 3.007217 1.109929 0.0 -0.1 0.2
H 1.250619 1.283323 1.534583 0.0 0.1 0.2
H -0.686437 2.444358 -0.501882 -0.2 0.1 0.1
H -1.006522 1.246836 0.787781 -0.2 0.0 -0.3
H 0.579201 -2.107841 -1.288232 0.2 -0.1 -0.2
H -1.051793 -2.460853 -1.868451 0.0 0.2 0.0
H 0.049175 -1.518571 -2.889516 0.2 -0.1 -0.1
O -3.492838 -2.419959 2.636259 0.0 -0.1 -0.2
C -2.370235 -1.695735 2.951742 -0.2 1.0 1.2
C -2.391720 -0.755912 3.987739 1.0 -0.1 -0.6
C -1.232598 -0.030999 4.294932 0.4 0.1 0.0
C -0.050827 -0.248059 3.579624 -1.3 -0.7 -0.1
F 1.067174 0.444794 3.893691 -0.2 -0.2 -0.1
C -0.034014 -1.187536 2.545374 0.2 0.3 0.2
C -1.187965 -1.902239 2.230673 -0.5 0.0 0.0
O -1.195244 -2.810300 1.215070 -0.2 0.1 0.2
H -4.250637 -2.116539 3.163552 0.5 -0.1 -0.3
H -3.299279 -0.583912 4.557505 0.1 0.0 -0.1
H -1.239708 0.701599 5.095971 0.0 -0.1 -0.1
H 0.875228 -1.366286 1.983806 0.0 0.0 0.0
H -2.121896 -3.102027 1.122058 0.5 0.0 -0.1
```
Positions in Å, forces in eV/Å.

## Properties
Multiplicity ... 1
Net charge ... 0
SMILES string ... CNC(=O)[C@H]1CCCN1C(C)=O.Oc1ccc(F)cc1O
LUMO energy ... 0.572 eV
Electronic energy ... -1055.251220 a.u.

Charges in e, computed with Löwdin, in the same order as the atoms: -0.053 0.024 -0.481 0.058 -0.195 -0.113 -0.148 -0.132 -0.019 -0.510 0.016 0.040 0.085 0.087 0.087 0.135 0.151 0.127 0.126 0.119 0.091 0.126 0.120 0.083 0.085 0.076 0.052 -0.251 -0.009 -0.020 -0.282 0.049 0.056 -0.250 0.072 0.120 0.116 0.114 0.131 0.117

---

Record 3
Density functional theory data (ωB97M-V with the def2-TZVPD basis set) for a molecular structure, C14H19I2N5O4RhS.

```
46
Properties=species:S:1:pos:R:3:forces:R:3
Rh 0.512932 1.939758 0.977320 0.0 0.0 -0.2
I -4.437509 -0.106704 -1.589407 -0.1 0.0 0.0
C -3.561171 1.426289 -0.458297 -0.1 0.1 0.0
C -4.355721 2.511982 -0.030752 0.3 0.0 0.1
C -3.630763 3.477136 0.734371 -0.1 0.0 0.0
C -2.299813 3.349804 0.986685 0.0 -0.3 -0.2
N -1.530443 2.289327 0.522092 0.0 0.0 -0.1
C -2.233997 1.326564 -0.191540 0.0 0.0 0.0
H -5.407048 2.594478 -0.250698 0.0 0.0 0.0
H -4.139722 4.347156 1.132404 0.0 0.0 0.0
H -1.768305 4.079136 1.568435 0.0 0.2 0.1
H -1.670107 0.484532 -0.554520 -0.1 0.0 0.1
N 1.130209 1.317976 4.652488 0.0 -0.2 0.1
C 0.915891 0.417389 3.690331 0.0 0.0 -0.2
N 1.819776 -0.521252 3.440842 -0.1 -0.2 0.0
S -0.529913 0.481715 2.775986 -0.1 0.0 0.2
H 2.041640 1.418473 5.066043 0.1 0.1 -0.1
H 0.534630 2.130296 4.623815 0.0 0.1 0.0
H 2.744900 -0.448166 3.829831 0.0 0.0 -0.1
H 1.695933 -0.998831 2.543208 0.1 0.1 0.0
O 2.202933 1.621760 1.320051 -0.2 0.0 -0.1
C -1.437277 -2.481488 -0.797751 0.0 0.0 0.0
C -0.025472 -3.004231 -1.027579 0.1 0.0 0.0
C 0.971634 -1.903067 -1.444703 0.0 0.0 0.0
C 2.383448 -2.497074 -1.604261 -0.1 0.0 0.0
C 3.432512 -1.459025 -1.981142 0.0 0.0 0.0
C 0.541670 -1.364857 -2.794405 0.0 0.0 0.1
O 0.457608 -2.069807 -3.779262 0.0 0.0 -0.1
N 0.277225 -0.030425 -2.847995 0.0 0.0 -0.1
C 0.342215 0.880546 -1.791467 0.1 -0.2 0.0
O 0.140197 2.048140 -2.022931 0.1 0.4 -0.1
N 0.614007 0.406257 -0.538314 0.0 0.2 0.3
C 1.008670 -0.863631 -0.319831 0.0 -0.2 0.0
O 1.394885 -1.264886 0.773652 0.1 0.0 0.0
H -2.109748 -3.292175 -0.515121 0.0 0.0 0.0
H -1.849387 -2.014818 -1.694949 0.0 0.0 0.0
H -1.462768 -1.742026 0.006289 0.0 0.0 0.0
H -0.014547 -3.760335 -1.815459 0.0 0.0 0.0
H 0.365548 -3.453643 -0.113278 0.0 0.0 0.0
H 2.321617 -3.276793 -2.365875 0.0 0.0 0.0
H 2.638531 -2.964653 -0.652500 0.0 0.0 0.0
H 3.194596 -0.980006 -2.933728 0.0 0.0 0.0
H 4.415814 -1.920100 -2.082772 0.0 0.0 0.0
H 3.506978 -0.679778 -1.219374 0.0 0.0 0.0
H 0.008935 0.372596 -3.734399 0.0 -0.1 0.0
I 0.848776 4.176460 2.508468 -0.1 0.0 0.0
```
Positions in Å, forces in eV/Å.

## Properties
Multiplicity ... 5
Net charge ... -1
LUMO energy (spin up / spin down) ... 2.454 / 1.543 eV
<S²> ... 6.034
Electronic energy ... -2223.862521 a.u.

Charges in e, computed with Löwdin, in the same order as the atoms: 0.758 0.809 -0.746 -0.203 -0.129 -0.222 -0.189 -0.289 0.058 0.086 -0.024 0.040 0.084 -0.918 0.109 0.638 0.105 0.012 0.110 0.055 -0.466 -0.092 -0.169 -0.308 -0.176 -0.072 -0.436 0.087 0.224 -0.563 0.069 0.050 -0.457 0.000 0.077 0.036 0.069 0.119 0.118 0.119 0.116 0.079 0.071 0.080 0.166 0.114

---

Record 4
Density functional theory data (ωB97M-V with the def2-TZVPD basis set) for C14H19N in the gas phase.

```
34
Properties=species:S:1:pos:R:3:forces:R:3
C 3.618189 1.925620 -0.479270 -1.5 0.5 0.4
C 2.377171 1.512634 -0.193013 -0.5 1.3 -1.2
C 1.454815 2.121289 0.770690 -0.4 0.3 2.2
C 1.687391 0.666243 -1.161459 4.1 1.2 -1.3
C 1.010266 -0.415334 -1.086967 -3.1 -3.0 -1.1
C 0.363997 -1.185247 0.037442 1.4 -1.7 1.3
C 0.013171 -2.668524 -0.476030 -0.3 2.6 -0.2
C 1.511344 -1.353043 1.105211 -0.4 1.7 -1.0
N -0.682756 -0.491332 0.741616 0.6 -0.3 -1.4
C -1.889497 -0.116443 0.233558 -2.7 0.7 1.4
C -2.258654 0.123721 -1.101321 2.3 0.8 -1.3
C -3.488611 0.628009 -1.514066 0.4 -2.0 1.8
C -4.442146 0.613357 -0.551149 -0.2 1.4 -0.1
C -4.110253 0.556378 0.792701 -2.3 0.3 1.4
C -2.906800 0.155996 1.267044 1.5 -0.4 -2.9
H 4.158347 2.803924 -0.209252 0.1 0.3 1.4
H 3.957706 1.622650 -1.399948 1.1 -1.3 -2.0
H 0.502282 1.572902 0.921534 0.5 0.4 -0.7
H 1.237141 3.202854 0.537885 0.4 -1.1 0.6
H 1.976300 1.903179 1.717881 -0.4 1.2 0.3
H 2.186588 0.748586 -2.133282 -0.5 0.4 -0.1
H 0.866574 -0.877295 -2.085576 -0.1 0.0 0.7
H -0.523948 -3.149297 0.340240 -0.1 -0.3 -0.3
H 0.950871 -3.167544 -0.731838 -0.3 -0.1 0.0
H -0.592400 -2.494024 -1.396154 0.1 -0.7 0.7
H 1.372329 -1.979456 1.984728 -0.6 0.3 0.1
H 1.844200 -0.293594 1.303385 -0.1 -1.5 0.5
H 2.239534 -1.834614 0.511862 1.4 -0.4 -0.3
H -0.669394 -0.699444 1.707490 -0.2 -0.1 0.8
H -1.540351 0.141694 -1.943529 0.2 -0.5 1.0
H -3.731244 0.829659 -2.520077 0.0 0.2 -1.0
H -5.409133 0.876132 -0.853409 -1.5 0.4 0.0
H -4.928451 0.902402 1.477530 0.9 -0.8 -0.4
H -2.702893 0.005477 2.302444 0.2 0.1 0.6
```
Positions in Å, forces in eV/Å.

## Properties
Multiplicity ... 1
Net charge ... 0
SMILES string ... C=C(C)/C=C\C(C)(C)Nc1ccccc1
LUMO energy ... 0.806 eV
Electronic energy ... -599.488458 a.u.

Charges in e, computed with Löwdin, in the same order as the atoms: 0.062 -0.387 -0.070 -0.096 -0.083 -0.506 -0.013 -0.013 0.042 -0.221 -0.039 -0.093 -0.135 -0.123 -0.016 0.063 0.028 0.070 0.111 0.087 0.118 0.123 0.079 0.077 0.080 0.088 0.081 0.065 0.117 0.108 0.095 0.081 0.120 0.096

---

Record 5
Density functional theory data (ωB97M-V with the def2-TZVPD basis set) for C14H19N3O2 in the gas phase.

```
38
Properties=species:S:1:pos:R:3:forces:R:3
N 2.195992 0.203725 -0.497303 0.2 0.0 0.3
C 1.158556 -0.314735 -1.211110 0.2 -0.1 0.9
N 0.223768 -1.046584 -0.740022 -1.1 -0.7 -0.2
O 0.290268 -1.261474 0.662126 1.3 0.8 -0.6
C -0.837512 -1.767182 1.194841 -0.7 -0.4 0.2
O -1.840020 -2.009086 0.587841 0.1 0.1 0.0
C -0.636048 -2.005160 2.677694 0.2 0.1 -0.1
C -0.139035 -0.776634 3.445598 -0.3 -0.1 0.0
C -1.151950 0.366589 3.483695 0.4 -0.1 0.0
C -0.734702 1.479101 4.470336 -0.1 0.0 0.0
C -1.070015 2.817598 3.790599 -0.1 0.1 0.0
C -1.917433 2.444857 2.573777 0.1 0.0 -0.1
C -1.345268 1.096768 2.151201 -0.3 0.0 0.1
C 1.115352 -0.069891 -2.660207 0.0 0.1 -0.5
C 2.265888 0.192332 -3.399451 -0.2 0.0 0.1
C 2.148900 0.421822 -4.760118 -0.1 0.0 0.0
C 0.885824 0.375464 -5.330407 0.4 0.0 -0.1
N -0.212375 0.119413 -4.638375 -0.4 0.0 -0.3
C -0.103677 -0.097315 -3.344219 0.2 0.0 0.5
H 2.726908 0.969885 -0.870997 -0.1 0.0 0.0
H 2.145546 0.120646 0.504479 0.0 0.0 0.0
H -1.587803 -2.348397 3.084643 0.0 0.0 -0.1
H 0.096006 -2.810191 2.777943 0.0 -0.1 0.0
H 0.795594 -0.424602 3.004052 0.1 0.1 0.1
H 0.073318 -1.087080 4.471948 0.1 0.0 0.0
H -2.118920 -0.040824 3.794425 0.0 0.0 0.0
H -1.265742 1.371362 5.415345 0.1 0.0 0.1
H 0.332479 1.416114 4.686089 0.0 0.0 0.1
H -0.154459 3.311793 3.462057 0.0 0.1 0.0
H -1.592951 3.498425 4.460621 0.1 0.1 0.0
H -1.865171 3.192659 1.783538 -0.1 0.0 0.0
H -2.961914 2.324556 2.864414 -0.1 0.0 0.0
H -2.001385 0.560530 1.468634 0.0 0.0 -0.1
H -0.379822 1.245095 1.662247 0.1 0.0 -0.1
H 3.239747 0.190831 -2.929682 0.1 0.0 0.0
H 3.020170 0.623673 -5.363863 0.0 0.0 -0.1
H 0.742626 0.545888 -6.389202 0.1 0.0 -0.1
H -1.015949 -0.307021 -2.805000 0.0 0.0 0.1
```
Positions in Å, forces in eV/Å.

## Properties
Multiplicity ... 1
Net charge ... 0
SMILES string ... N/C(=N\OC(=O)CCC1CCCC1)c1cccnc1
LUMO energy ... 0.529 eV
Electronic energy ... -859.601325 a.u.

Charges in e, computed with Löwdin, in the same order as the atoms: 0.166 -0.362 0.142 -0.025 -0.518 0.120 -0.086 -0.170 -0.320 -0.152 -0.190 -0.192 -0.164 -0.139 -0.024 -0.058 -0.146 0.070 -0.080 0.099 0.094 0.127 0.126 0.112 0.118 0.147 0.108 0.106 0.105 0.102 0.107 0.113 0.115 0.117 0.110 0.102 0.104 0.119

---

Record 6
Density functional theory data (ωB97M-V with the def2-TZVPD basis set) for C14H19NO3S in the gas phase.

```
38
Properties=species:S:1:pos:R:3:forces:R:3
C 0.233355 2.824495 -0.077805 0.0 0.3 0.0
O 0.011755 1.441785 0.075765 0.1 -0.4 0.0
C 1.071158 0.583789 0.061072 0.1 -0.2 0.0
C 2.385333 1.020782 -0.001516 0.0 0.2 0.0
C 3.446284 0.119382 -0.024692 0.2 -0.1 0.0
S 5.055492 0.838139 -0.093065 0.2 0.0 0.0
C 6.172902 -0.590944 -0.131126 -0.5 0.3 0.0
C 3.197102 -1.243850 0.002574 0.1 0.1 0.0
C 1.887586 -1.675663 0.055999 -0.3 0.1 0.0
C 0.808181 -0.800244 0.096774 0.2 0.1 -0.1
C -0.541522 -1.439572 0.131353 -0.2 0.1 0.2
O -0.692230 -2.607780 -0.188526 0.1 -0.2 -0.1
N -1.558024 -0.681859 0.598665 -0.2 0.3 0.1
C -2.924906 -1.132592 0.555237 -0.2 0.1 -0.3
C -3.743112 -0.299568 -0.443243 0.2 -0.6 0.0
C -5.201997 -0.785924 -0.545007 0.1 0.2 0.0
C -6.020518 0.495179 -0.376069 0.2 0.1 0.1
C -5.072504 1.349728 0.462997 -0.4 0.1 0.1
O -3.783774 1.065391 -0.035927 0.3 0.1 0.0
H -0.759669 3.271100 -0.101935 0.1 0.0 0.0
H 0.754775 3.045756 -1.013337 0.0 0.0 0.0
H 0.798210 3.237183 0.763784 0.0 0.0 0.0
H 2.620761 2.072504 -0.031525 -0.1 0.2 0.0
H 7.175476 -0.177218 -0.179344 0.0 0.0 0.0
H 5.977560 -1.189933 -1.015614 0.1 -0.1 0.0
H 6.058081 -1.175666 0.776761 0.1 -0.1 0.0
H 3.995342 -1.966554 -0.020148 0.1 0.0 0.0
H 1.663898 -2.731985 0.064032 -0.1 -0.1 0.0
H -1.423931 0.310719 0.717037 0.2 -0.1 0.0
H -2.915256 -2.182216 0.252139 -0.1 0.1 0.1
H -3.369259 -1.041431 1.552813 -0.1 -0.1 -0.1
H -3.233008 -0.320104 -1.413733 -0.1 0.0 0.1
H -5.396122 -1.285044 -1.490987 0.0 -0.1 0.0
H -5.415036 -1.483974 0.265377 0.0 -0.1 0.0
H -6.977701 0.328844 0.111965 -0.1 0.0 0.0
H -6.188962 0.971362 -1.342128 0.0 0.0 0.0
H -5.237736 2.423246 0.361588 0.0 -0.1 0.1
H -5.144727 1.075095 1.526217 0.0 0.1 -0.1
```
Positions in Å, forces in eV/Å.

## Properties
Multiplicity ... 1
Net charge ... 0
SMILES string ... COc1cc(SC)ccc1C(=O)NC[C@H]1CCCO1
LUMO energy ... 0.740 eV
Electronic energy ... -1223.542939 a.u.

Charges in e, computed with Löwdin, in the same order as the atoms: -0.064 -0.105 -0.202 -0.061 -0.537 0.897 -0.398 -0.089 -0.006 -0.052 -0.437 0.049 0.089 -0.121 -0.308 -0.125 -0.153 -0.207 -0.109 0.098 0.101 0.099 0.093 0.029 0.038 0.038 0.091 0.121 0.120 0.128 0.133 0.155 0.114 0.113 0.110 0.113 0.121 0.122